No. 1
C18H42AsF6N6O10SY as an isolated structure at a distorted geometry, computed with the ωB97M-V functional and the def2-TZVPD basis.

```
85
Properties=species:S:1:pos:R:3:forces:R:3
C 2.21731 -4.23021 0.21568 1.73 0.08 0.39
H -0.75263 3.72508 3.04878 0.11 -0.71 0.08
As -3.03628 0.72935 3.25213 0.58 0.66 -0.66
N 0.03370 4.85768 1.61375 0.44 -0.55 -1.16
H 1.44200 -3.86071 0.88684 0.01 0.38 -0.57
H 0.29699 -3.06802 -1.28233 -0.02 -0.07 0.32
H 1.88603 -4.95306 -0.52987 -0.21 0.01 0.25
F -4.14832 0.85413 4.60748 0.69 -0.41 -0.99
C 0.76632 5.10687 0.38537 -0.19 -0.06 -0.81
O -0.72485 -1.49620 0.47798 -0.38 -0.58 -0.12
C -1.50192 -2.43541 0.54714 0.52 0.26 0.04
N 2.19942 -0.83547 4.09400 0.47 -0.06 0.12
H -4.20806 1.95436 -3.79056 -0.64 -0.25 0.32
H -0.60788 6.82974 2.07351 -0.27 -0.24 -0.02
H 3.63106 -1.36235 -0.89774 -0.57 0.65 0.14
O 1.87765 -1.40137 0.26485 2.03 -1.07 -0.75
H -1.09858 0.00866 -5.74140 -0.23 -0.15 0.03
O 3.31144 1.02482 -1.37133 2.57 -1.19 -2.03
O 1.30321 1.98221 -1.03383 -4.81 2.33 -2.89
H -2.08218 -5.42187 0.30797 -0.08 -0.12 -0.01
H -2.64054 -0.32751 -3.73691 0.41 0.60 -0.30
N -0.50081 -0.71231 -3.85437 -1.36 -0.95 -1.02
N -1.51057 -3.48671 -0.30003 -1.25 -1.15 -0.35
C 2.34069 -1.73245 5.19425 -0.26 -0.53 0.72
H -3.11784 -4.82043 -0.99190 0.40 0.32 -0.36
H 3.00832 -4.64460 0.84074 -0.58 -1.09 0.38
H 4.55096 -4.57721 -1.07058 -0.54 -0.43 -0.09
H -4.11677 3.61134 -3.25093 0.46 0.09 -0.03
O 0.81914 0.08808 2.59859 -0.43 -0.39 0.95
S 2.68802 2.07762 -0.62530 2.15 -0.92 -0.48
C -1.59618 2.80706 -3.02739 -0.27 0.24 0.53
C 3.96881 -3.73704 -1.44915 0.63 0.31 -0.05
C -0.01996 5.99407 2.45311 0.43 0.18 1.58
H 2.80195 -2.66145 4.85912 0.09 -0.11 0.02
H 3.22603 -0.05970 2.44673 -0.01 0.24 0.09
H 0.19641 -0.88018 4.34807 -0.31 0.30 -0.56
H -2.23404 -2.51158 1.36591 -0.05 0.10 -0.18
N -2.77256 2.26479 -2.27890 0.62 0.39 -0.69
H -2.32351 -1.97896 -3.78907 0.80 -0.40 -0.26
F -4.38458 0.95174 2.10023 1.29 -0.08 0.67
H -1.96662 -1.05771 -2.33577 0.41 -0.06 0.01
C 0.52049 -0.47052 -2.98410 -1.06 0.68 -0.18
H -0.43848 -1.64588 -5.82711 -0.23 -0.17 0.34
H -3.66408 1.30129 -0.73075 0.35 -0.37 0.32
F -1.68500 0.61197 4.42766 -1.13 -0.40 -1.08
C 0.97217 -0.52530 3.65204 1.32 0.16 -0.49
C -0.22850 3.61138 2.08725 -0.53 2.58 0.52
O -0.00129 2.58436 1.51412 0.14 -1.10 -0.65
H 1.83974 5.21294 0.54229 0.07 -0.56 0.07
H 4.02091 0.25670 4.00828 -0.15 0.04 0.11
C -4.08546 2.57812 -2.90513 1.20 0.34 0.95
H 3.43947 -3.92024 -2.38423 -0.08 -0.63 0.09
H -3.30660 -4.17276 0.59915 0.20 0.05 0.11
F -3.28276 -1.04958 3.03111 0.41 1.52 0.75
O -1.56883 1.22208 -0.61426 -2.29 0.40 -1.28
F -1.77953 0.54376 1.89272 -1.88 0.41 1.69
C -0.59087 -3.68726 -1.41022 0.32 0.72 -0.31
C 3.45082 -0.47105 3.43079 -0.46 0.22 -0.72
O 3.31885 3.36924 -0.68840 -0.39 0.12 0.26
Y 0.49869 0.56576 0.42785 -0.81 0.02 0.03
C 2.83726 -1.90961 -0.36616 -1.08 1.04 0.90
N 3.05864 -3.22033 -0.43712 -0.66 0.20 -0.70
H 0.98916 6.36183 2.63893 0.24 0.21 -0.22
H -0.31058 -4.73022 -1.55771 -0.07 -0.09 0.51
H 0.59739 -0.25661 -5.62526 0.17 -0.05 0.29
H -4.81696 2.58672 -2.09708 -0.43 -0.81 -0.46
C -2.66588 1.51821 -1.14158 1.89 0.97 -0.26
H 4.76714 -3.05469 -1.74095 -0.29 0.64 0.38
H 4.08320 -1.34421 3.27018 -0.13 -0.22 0.20
H 2.93908 -1.33204 6.01259 0.10 0.18 -0.08
H -0.66579 2.79571 -2.45964 -0.16 -0.51 0.25
H 0.52434 4.36421 -0.37489 0.42 -0.29 0.28
H 1.44916 -0.18072 -3.49965 0.11 -0.15 0.30
H -0.98392 -3.37052 -2.37629 -0.50 0.09 0.05
H -1.76757 3.85607 -3.26886 -0.34 0.11 0.23
O 2.48393 1.49084 0.70396 1.26 -0.11 4.41
H 1.35675 -1.97458 5.59592 0.02 -0.03 0.05
H -0.32274 5.64903 3.44173 -0.58 0.40 0.05
H -1.43376 2.35104 -4.00400 -0.17 -0.58 0.10
C -0.36192 -0.68005 -5.32772 0.60 0.68 0.54
O 0.36001 -0.45809 -1.77544 0.16 -0.50 -0.75
H 0.47687 6.05938 -0.05853 -0.42 0.20 0.28
C -1.88700 -1.04975 -3.42282 0.17 0.52 0.74
F -2.80227 2.52892 3.28103 -0.18 -1.88 -0.29
C -2.55506 -4.53063 -0.10455 0.50 0.39 0.42
```
Forces are in eV/Å.

Properties
charge	0
orbital gap	7.8	eV
relative energy (zero: lowest compared OMol25 entry of this formula, charge and spin)	1.136	eV

***

No. 2
A 3-piece molecular cluster, C18H42B2I2N2O8S overall at a distorted geometry, computed with the ωB97M-V functional and the def2-TZVPD basis.

```
75
Properties=species:S:1:pos:R:3:forces:R:3
O 2.41989 3.04340 -1.95796 0.32 -1.32 3.32
H -4.03261 -3.74265 -5.03166 0.05 0.05 -0.08
O 2.49879 -0.95513 -3.60608 -1.74 1.24 5.96
H 3.77514 -0.42211 1.42209 -0.68 -1.75 1.37
O 1.10361 4.26708 -0.18527 0.59 -2.54 -2.28
C 1.91325 -3.04197 2.94814 1.35 -0.36 0.14
H 2.65356 -2.79702 -0.58557 -1.45 1.99 -0.94
C 3.52217 -1.24831 2.21572 0.45 0.38 0.91
H 2.63754 1.17978 0.35830 -2.09 0.20 0.02
H -1.48739 -3.92351 -5.16045 -0.06 0.01 -0.02
C 1.86310 -2.34164 -1.31720 -1.83 -2.15 0.52
H 0.21002 8.74212 3.10050 0.05 -0.01 -0.08
N 2.21824 -2.00661 1.88987 0.05 0.60 0.24
H 1.37146 6.39372 4.32245 -0.03 -0.06 -0.17
I -1.28904 1.81221 -0.87198 0.62 -0.75 -0.13
H -0.61294 9.46610 0.85713 -0.03 -0.10 0.05
C 1.54556 1.57786 0.25112 -0.36 1.20 -0.06
H 1.95955 -2.51346 3.99100 -0.47 -1.23 -1.47
H -3.27431 -2.20762 -5.47156 0.02 -0.08 0.11
C 0.18724 -0.84150 0.30038 -0.65 -1.36 0.05
C 0.51835 0.52704 -0.53885 0.79 1.35 1.78
H -0.37849 -1.94497 -1.61926 1.63 -0.67 1.84
O 3.71176 -0.13393 -1.60505 -4.88 -1.16 0.49
C -2.80948 -5.61249 -3.44827 0.12 0.03 -0.07
C -3.36692 -2.95299 -4.67589 -0.16 -0.02 0.06
H -1.57823 -0.78758 3.63486 -0.62 -2.12 -0.59
C -1.38733 -0.94104 0.84252 -0.53 0.17 -0.19
H -3.84863 -2.48424 -3.81091 0.09 -0.02 -0.11
S 2.33939 -0.68367 -2.05644 5.34 0.05 -7.03
I -3.64370 -3.09901 0.99849 0.99 0.07 0.18
C -1.99838 -3.49099 -4.29398 -0.05 0.05 0.00
H -1.65125 -0.00647 1.53807 0.60 -1.97 -1.85
H 4.45317 -1.97132 2.28079 -2.07 1.24 -0.27
C 0.35616 -2.15735 -0.70430 0.14 0.94 -0.53
H -0.97171 -3.14294 1.69173 -1.28 1.78 0.11
H -0.25347 5.86126 1.76358 0.11 0.00 -0.01
B 1.69121 2.97131 -0.67513 0.28 2.12 -1.15
C -2.32545 -6.43971 -4.62836 0.13 -0.01 -0.10
C -0.75186 8.38319 2.71985 -0.05 -0.15 0.00
H -2.92955 -7.34736 -4.73165 0.09 0.12 0.05
H 2.66157 -3.87638 -2.43588 -1.53 0.78 -0.47
H 1.07819 1.97160 1.27696 1.04 -1.40 -2.12
H 3.23366 2.42579 -1.92992 -2.12 1.04 -0.25
H -2.39053 -5.88716 -5.56768 -0.07 -0.05 0.02
C -2.07378 -1.80160 3.32682 -1.29 -0.30 -0.35
H -3.25073 -1.60063 3.34013 2.68 -0.33 0.09
H -2.12180 -1.01274 -0.09658 1.83 0.55 2.04
O 0.82547 -0.11153 2.88737 -0.78 -2.82 -1.27
H -1.51449 9.05914 3.12451 0.06 -0.31 0.06
C 1.28752 6.26478 3.23656 0.09 0.06 0.12
H 2.80255 -3.82732 2.92839 -1.90 1.54 0.12
H 0.05246 -3.17218 -0.21759 0.53 2.01 -0.71
H 0.85283 4.85086 -0.95990 0.81 -0.99 1.23
O -1.03459 7.08781 3.24418 -0.12 0.09 0.10
H 0.92698 -3.63353 2.73319 1.77 1.36 0.53
H -1.37372 -2.65678 -3.95319 -0.02 -0.29 0.10
H 1.04611 -4.08816 -2.08939 0.79 1.10 -0.59
N 1.72815 -3.36929 -2.46112 1.06 -0.30 2.24
O 1.01981 0.34944 -1.90054 1.06 -1.87 1.43
C -1.71854 -2.25351 1.75583 0.03 0.68 1.16
H -1.27628 -6.72752 -4.48961 -0.19 0.02 0.01
H -1.90119 -2.68187 4.09246 -0.10 1.88 -1.56
H 0.59836 -0.68268 3.69382 0.89 1.18 -1.62
H -1.78127 8.12494 0.83732 0.11 0.08 0.07
H -0.52011 5.12509 3.33052 -0.16 0.24 0.01
H -2.72805 -6.21699 -2.53945 0.09 0.26 0.00
H -0.05244 7.79350 0.74282 0.03 0.10 0.03
H 3.42423 -0.70398 3.27284 0.25 -1.09 -2.13
H -3.86784 -5.35650 -3.55374 -0.03 0.01 -0.09
O -2.03765 -4.43471 -3.22594 0.09 -0.04 0.19
C -0.79929 8.44473 1.20256 -0.03 -0.09 -0.15
H 1.90553 5.41288 2.93365 -0.13 0.11 0.03
B 1.10088 -0.99862 1.70127 0.35 1.02 1.73
C -0.16202 6.03552 2.83971 0.08 0.08 -0.03
H 1.70159 7.16014 2.76887 0.03 -0.08 -0.06
```
Forces are in eV/Å.

Properties
charge	0
structure (SMILES)	C[C@@H](I)C[C@@]1(B(O)N(C)C)C[C@@H](N)S(=O)(=O)O[C@]1(I)CB(O)O.CCOCC.CCOCC
orbital gap	9.0	eV

***

No. 3
A 6-piece molecular cluster, C18H42B3N7O10 overall at a distorted geometry, computed with the ωB97M-V functional and the def2-TZVPD basis.

```
80
Properties=species:S:1:pos:R:3:forces:R:3
H 2.32557 5.08762 5.47498 0.00 0.02 0.01
C -2.80314 -0.63618 -1.92608 0.09 -0.04 0.04
O 5.16501 -4.93191 2.58045 -0.32 0.26 -0.10
H -2.60301 -1.33182 -4.28879 0.00 0.00 -0.03
O 1.03771 3.31564 2.28955 0.02 -0.02 -0.03
C -6.77375 2.20605 0.67111 -0.01 0.01 0.02
H -6.67542 5.96691 -4.91748 0.00 0.00 -0.01
C 5.54035 -10.77148 1.49293 -0.03 -0.03 -0.03
N 1.52695 5.10129 3.55394 -0.02 0.00 -0.05
O 4.15707 -10.75906 -0.45694 -0.01 -0.01 -0.02
B 1.55976 -1.97391 5.44967 0.51 0.24 0.31
C 1.99982 5.80197 4.72508 0.01 0.01 0.03
H -6.06483 0.68973 -0.62492 0.01 0.01 -0.01
H 4.95985 -0.34340 1.42108 0.00 0.05 -0.03
H 4.26905 0.22400 -0.12871 -0.01 0.00 0.02
H 1.19159 5.64518 2.77447 0.00 -0.01 0.00
O -0.56458 -0.64878 -1.08086 0.02 -0.07 -0.07
H -2.97520 4.29412 -7.36792 -0.02 -0.01 0.01
H 1.87453 -1.37865 0.44260 -0.06 0.04 -0.02
O 1.87407 -0.76054 4.91368 -0.39 0.18 -0.53
O 3.49374 -4.10784 3.65592 0.65 -0.25 0.19
H 5.18523 -10.39192 2.45174 0.00 0.01 0.00
N 4.43797 -4.03260 2.53796 0.07 -0.11 0.27
O -4.53709 5.68630 -3.69177 -0.01 0.13 -0.08
H -1.21211 -0.85682 -5.25803 -0.01 0.02 0.02
C -1.31216 -0.83961 -2.02702 -0.09 0.02 -0.03
O 2.56027 -2.94388 5.49451 -0.72 -0.54 -0.61
H 0.18529 -1.36805 -3.23454 -0.01 0.01 0.01
C -4.59254 5.62260 -4.90835 0.00 -0.05 -0.06
H -4.32414 5.41305 -7.54411 0.02 0.00 -0.02
N 4.92603 -8.76185 0.22132 -0.01 -0.01 -0.05
H 3.00256 3.04343 4.67360 0.00 -0.01 0.03
H 0.81995 -0.08424 1.06318 0.01 -0.09 0.05
H 1.87995 0.19685 -0.32625 0.01 0.00 0.02
H -6.14131 4.89823 -6.22906 0.01 0.00 0.00
H 6.42471 -7.31344 0.49427 0.02 0.00 0.02
C 4.25382 0.34746 0.95228 -0.04 0.11 0.04
C 2.90185 0.08405 1.56173 0.26 0.82 -0.14
N -6.04867 1.68473 -0.46543 -0.01 -0.03 -0.02
H 6.15023 -8.38622 1.86640 0.00 0.03 0.01
H 4.42007 -8.38479 -0.56475 0.00 -0.01 0.01
C -1.54418 -1.50999 -4.44852 -0.01 0.00 -0.02
H -7.83925 1.97782 0.60178 0.00 0.01 -0.03
H -3.16241 0.12193 -2.62061 -0.01 -0.02 0.03
H 6.61566 -10.59801 1.43620 0.00 0.01 0.00
H -3.33436 -1.56894 -2.12441 -0.02 0.01 -0.01
H 5.34603 -11.83796 1.43552 0.00 0.01 0.00
B 2.79040 -0.70201 3.83240 0.08 0.32 1.14
C -5.89735 5.79219 -5.65400 0.00 0.01 0.04
N -3.47364 5.38908 -5.64291 0.04 0.03 0.04
H 1.83273 1.82746 4.13367 -0.06 0.03 0.01
H 0.45148 -2.24039 5.79173 0.11 0.12 0.31
C 4.81530 -10.11327 0.33870 0.05 0.03 0.06
C 1.46517 3.75366 3.34290 0.03 0.04 0.05
H -6.39634 1.79027 1.60729 0.03 0.01 -0.01
O -4.75251 1.78018 -2.28895 -0.08 0.04 -0.07
H 4.56835 1.36032 1.20933 0.01 -0.02 -0.01
H -4.62198 4.27403 -2.03099 -0.03 -0.03 0.04
C -5.23242 3.87377 -1.22936 0.06 -0.10 0.02
H -4.78960 4.13847 -0.26767 -0.03 0.01 0.01
H -5.85557 6.63891 -6.34022 0.01 -0.01 -0.01
C -5.31599 2.37552 -1.38296 0.00 0.02 0.05
H -1.41802 -2.54502 -4.77269 -0.01 -0.01 0.03
H -6.66241 3.28502 0.71354 -0.02 -0.01 0.02
H 4.99343 -7.10547 1.51130 0.00 -0.04 0.03
C -3.35275 5.27655 -7.07858 0.00 -0.01 -0.03
H 1.37466 3.01465 5.36988 0.02 0.02 0.01
H 1.21373 6.41839 5.16638 -0.02 -0.02 0.00
H -3.02469 -0.30346 -0.91654 0.01 0.00 0.00
B 3.31438 -2.92114 4.34167 0.22 0.51 0.21
H 2.84580 6.45073 4.48803 0.01 -0.02 -0.01
C 1.94981 2.85409 4.45679 -0.07 0.09 -0.01
C 5.65922 -7.84276 1.06506 -0.03 -0.05 -0.07
H -2.64171 5.27836 -5.08410 -0.02 -0.01 0.01
H -6.22284 4.32752 -1.28934 0.01 0.01 0.02
N -0.81505 -1.24732 -3.22847 0.04 -0.01 0.02
O 3.78043 -1.71903 3.86512 -0.45 -0.40 -0.82
N 2.72477 0.22211 2.81399 0.10 -1.17 -0.30
C 1.79328 -0.30208 0.63760 0.08 -0.08 0.06
H -2.67660 6.03363 -7.47998 -0.02 0.02 0.01
```
Forces are in eV/Å.

Properties
charge	0
structure (SMILES)	CC(C)=NB1OBOB(ON=O)O1.CNC(C)=O.CNC(C)=O.CNC(C)=O.CNC(C)=O.CNC(C)=O
orbital gap	8.4	eV

***

No. 4
A 3-piece molecular cluster, C18H42BN3O9P overall at a distorted geometry, computed with the ωB97M-V functional and the def2-TZVPD basis.

```
74
Properties=species:S:1:pos:R:3:forces:R:3
H -1.07768 0.55874 -4.49722 0.00 0.16 0.36
H -3.96398 0.76936 -0.83092 0.04 0.00 0.01
O 1.26450 1.69395 -0.45727 -0.37 0.22 -0.32
H 1.27356 0.99213 4.70739 -0.05 0.01 -0.01
O 5.12408 -1.82823 -5.74437 -1.81 0.33 0.72
C -0.49954 2.68884 3.23874 0.09 -0.01 -0.14
H -6.66760 -1.49372 2.16408 0.00 -0.05 0.00
H -2.87916 -1.13321 1.48941 -0.02 0.02 0.00
O 0.88695 -0.28764 -3.67230 0.34 1.31 1.16
N 0.75779 2.31222 -1.32625 0.46 0.22 1.12
C 3.92793 -3.13487 -1.05058 -0.09 -0.59 0.49
H 2.65525 0.04820 2.87218 -0.02 0.01 -0.08
C -3.55141 1.17816 0.09414 -0.10 0.13 0.00
H -3.78842 1.03881 2.21704 -0.05 -0.02 -0.01
H 0.60788 -0.51463 4.11509 0.00 0.05 0.04
C 0.16213 3.56429 4.30266 -0.15 0.04 -0.02
O 1.08901 1.82364 -2.57568 -0.17 -0.95 -0.39
H 2.42232 -0.26990 -2.13249 -0.56 0.06 -0.93
H -6.29715 -0.61427 -0.17062 0.04 -0.01 0.00
C -0.57353 3.55225 5.63778 0.16 0.04 0.06
C 0.24540 0.69053 -2.91378 -2.18 -0.77 -1.43
H -1.60519 3.89173 5.51715 0.00 -0.05 0.01
C -6.87121 -2.10066 1.27947 -0.12 0.11 -0.07
H -1.04797 0.67814 2.73365 0.02 0.00 0.01
C 0.78654 0.53030 3.84254 -0.07 -0.05 -0.09
H -7.93695 -2.01100 1.05687 0.02 -0.04 0.07
H -4.36560 -1.30000 2.39295 0.02 -0.01 -0.03
P 5.16676 0.49281 -3.27247 2.06 -0.93 -3.33
H 5.83748 0.88076 -1.22601 0.48 -0.41 -0.16
H -0.24608 0.22277 -2.01257 1.13 0.63 -0.16
H 0.02753 2.83027 2.28990 -0.03 -0.03 0.01
H -1.63995 1.49529 -3.20384 0.17 -0.21 -0.30
H 1.26624 0.07437 1.78033 0.03 0.06 -0.01
H 2.88282 -1.96501 -4.68923 0.91 0.84 0.39
O 5.88411 0.87046 -4.51756 -0.63 0.45 1.62
H -6.32654 -2.25356 -0.78405 0.02 0.07 -0.01
O 1.04411 -3.34051 -3.13894 0.62 1.07 0.15
C -4.19933 0.55524 1.32491 0.14 -0.05 0.02
H -0.58837 2.55468 6.08162 -0.04 0.03 -0.01
C 3.16991 -1.04192 -4.11724 -1.65 0.86 0.28
C 2.03178 -0.86743 -2.99171 1.30 -1.56 -0.30
H -5.27237 0.77139 1.32634 0.02 -0.03 0.01
H 4.56008 -2.39783 -0.50044 -0.42 -0.50 -0.69
N 4.52572 -1.12241 -3.53442 -0.92 1.55 0.01
H 0.19193 4.59387 3.93261 0.05 -0.05 -0.02
B 1.75645 -2.37120 -2.43011 0.01 -0.24 0.50
O 6.23017 0.40578 -1.98380 -2.48 0.87 -0.42
N -0.83604 1.22281 -3.76490 0.68 -0.36 0.38
H 4.32362 -3.27635 -2.08240 -0.27 0.37 0.81
H 1.97574 1.59056 2.35898 -0.03 -0.04 -0.05
H -2.47118 1.00876 0.09475 -0.02 -0.01 -0.02
H 1.84310 -3.61074 -0.51162 0.32 0.91 -0.44
C -0.56191 1.19563 3.56842 -0.08 0.00 0.16
C -3.95791 -0.95041 1.43892 -0.08 -0.02 0.10
H -1.21231 1.04128 4.43606 -0.01 0.02 -0.03
H 3.90887 1.75870 -2.07544 -0.59 0.20 -0.53
H 1.20289 3.26324 4.45361 -0.02 -0.02 -0.04
H -4.02257 -1.54314 -0.63471 0.01 -0.01 0.04
H 0.83435 -3.04908 -4.04333 -0.01 -0.03 0.44
H 3.03596 -0.16772 -4.81611 0.16 -0.86 0.47
H -3.72252 2.25702 0.08196 0.07 -0.03 -0.06
O 3.95928 1.62095 -3.04227 1.53 -1.60 1.78
H -4.30541 -2.84422 0.49568 -0.02 0.03 -0.02
H -1.52133 3.04746 3.06908 0.03 0.01 0.02
C 5.45901 -1.71569 -4.55893 4.41 -1.75 -1.09
H 4.05440 -4.12137 -0.52136 -0.05 0.94 -0.47
C -6.04314 -1.64796 0.08237 0.04 -0.14 0.03
C 1.72192 0.56725 2.64198 0.17 -0.04 0.12
O 6.61621 -2.06397 -4.13937 -2.38 0.90 0.88
H 2.23396 -1.83238 -0.33786 0.22 -0.95 -0.40
H -0.07989 4.22079 6.34692 -0.07 -0.03 0.03
H -6.66486 -3.14558 1.52296 0.02 0.04 0.04
C 2.38613 -2.74497 -0.98526 -0.29 -0.13 -0.15
C -4.53677 -1.79183 0.29890 0.06 0.06 -0.10
```
Forces are in eV/Å.

Properties
charge	-1
orbital gap	5.5	eV
relative energy (zero: lowest compared OMol25 entry of this formula, charge and spin)	0.000	eV

***

HOMO energy / eV: -7.77, -9.44, -8.75, -4.18